Entry 1:
This record from the OMol25 dataset describes a molecular structure, C5H12ClIrO2Pm in a non-equilibrium geometry. The level of theory is ωB97M-V/def2-TZVPD.

XYZ file:
```
22
C5H12ClIrO2Pm (ωB97M-V/def2-TZVPD)
Ir -0.195 1.726 0.466
Cl -2.992 3.496 -1.586
C -1.795 1.374 -0.515
H -2.359 0.984 0.345
H -2.017 0.694 -1.371
H -2.421 2.437 -0.779
Pm 0.206 -0.375 -1.511
C 2.419 0.338 -2.389
C -0.733 -0.373 -3.794
C 0.272 -2.790 -1.638
H -1.436 -1.225 -3.614
H -1.216 0.614 -3.989
H 0.045 -0.648 -4.542
H 3.301 0.096 -1.731
H 2.754 -0.020 -3.382
H 2.315 1.463 -2.468
H -0.687 -3.386 -1.510
H 1.051 -3.325 -1.022
O 2.304 0.759 3.231
C 1.554 0.760 2.257
O 1.321 1.847 1.513
H 1.055 -0.211 1.994
```

Output
2S+1: 9
HOMO (alpha / beta) in eV: -4.61 / -4.54
Gap between HOMO and LUMO (alpha / beta) in Ha: 0.2609 / 0.1832
Net charge: -1
Energy in eV: -41382.014
Relative energy (zero: lowest compared OMol25 entry of this formula, charge and spin) in eV: 4.001

***

Entry 2:
This record from the OMol25 dataset describes 2 unconnected molecules or ions with the total composition C5H12F2N3O in a non-equilibrium geometry. The level of theory is ωB97M-V/def2-TZVPD.

XYZ file:
```
23
C5H12F2N3O (ωB97M-V/def2-TZVPD)
C -0.114 1.731 -1.187
C 0.297 2.884 -2.085
C 0.062 -0.536 -0.228
C 0.376 0.385 -1.535
C -0.522 -2.859 3.158
N -1.333 -0.160 1.441
N -1.230 -0.386 0.209
N 1.732 0.332 -1.906
O -1.031 1.853 -0.418
F -1.352 -2.050 3.842
F -0.714 -2.760 1.877
H 1.137 2.679 -2.817
H -0.439 3.130 -2.918
H 0.591 3.890 -1.726
H 0.886 -0.310 0.531
H 0.265 -1.482 -0.665
H -0.152 0.045 -2.490
H 0.489 -2.465 3.301
H -0.536 0.023 1.945
H -2.082 0.120 2.064
H 1.914 -0.214 -2.775
H 2.397 0.018 -1.113
H -0.641 -3.868 3.497
```

Output
HOMO (alpha / beta) in eV: -13.44 / -13.44
Gap between HOMO and LUMO (alpha / beta) in Ha: 0.2957 / 0.2957
Net charge: +1
Energy in eV: -17322.195

***

Entry 3:
This record from the OMol25 dataset describes a molecular structure, C5H12F9GaNOS. The level of theory is ωB97M-V/def2-TZVPD.

XYZ file:
```
30
C5H12F9GaNOS (ωB97M-V/def2-TZVPD)
N -1.690 -1.319 1.177
Ga -1.557 -1.141 -0.757
C 0.260 -0.223 -1.084
C 0.201 1.270 -0.796
C 1.496 2.056 -0.957
F 1.233 3.386 -1.214
F 2.232 1.604 -2.009
C 2.348 2.040 0.361
F 1.712 2.787 1.269
F 2.432 0.801 0.842
S 4.160 2.677 0.280
F 4.558 1.404 -0.591
F 4.524 1.882 1.618
F 3.847 3.969 1.165
F 3.879 3.530 -1.032
F 5.684 3.151 0.210
H -2.339 -2.058 1.428
H -0.784 -1.605 1.542
H -1.498 -2.587 -1.500
H -2.723 -0.198 -1.356
H 0.986 -0.738 -0.442
H 0.546 -0.419 -2.122
H -0.486 1.753 -1.502
H -0.191 1.468 0.208
C -4.701 -4.162 0.631
O -4.555 -3.249 1.709
H -3.716 -4.568 0.415
H -5.374 -4.988 0.889
H -5.070 -3.664 -0.269
H -5.413 -2.859 1.889
```

Output
HOMO in eV: -4.20
Gap between HOMO and LUMO in Ha: 0.2491
Net charge: -1
Energy in eV: -96584.862

***

Entry 4:
This record from the OMol25 dataset describes a molecular structure, C5H12FIN2O7PS in a non-equilibrium geometry. The level of theory is ωB97M-V/def2-TZVPD.

XYZ file:
```
30
C5H12FIN2O7PS (ωB97M-V/def2-TZVPD)
O 0.500 3.204 3.771
C 0.494 3.896 2.843
I 1.327 5.907 2.873
C -0.085 3.452 1.442
N 1.082 3.039 0.619
P 1.422 1.343 0.799
O 2.305 0.946 -0.297
O 0.078 0.441 0.816
O 2.188 1.163 2.209
S 0.913 3.478 -1.002
O 0.266 4.731 -1.152
O 0.346 2.457 -1.815
F 2.416 3.670 -1.477
H -0.631 4.329 1.053
H -0.821 2.652 1.646
H 0.269 -0.282 1.447
H 3.133 1.287 1.989
C -2.939 -2.900 -0.994
C -1.466 -2.822 -0.783
O -0.908 -2.288 0.118
N -0.549 -3.431 -1.787
C 0.231 -4.591 -1.234
H -3.430 -2.180 -0.344
H -3.185 -2.659 -2.031
H -3.293 -3.906 -0.757
H -1.045 -3.677 -2.645
H 0.142 -2.690 -1.954
H 0.869 -4.965 -2.031
H -0.467 -5.363 -0.918
H 0.838 -4.241 -0.404
```

Output
HOMO in eV: -11.75
Gap between HOMO and LUMO in Ha: 0.2809
Net charge: +1
Energy in eV: -53628.845

***

Entry 5:
This record from the OMol25 dataset describes 2 unconnected molecules or ions with the total composition C5H12FINO in a non-equilibrium geometry. The level of theory is ωB97M-V/def2-TZVPD.

XYZ file:
```
21
C5H12FINO (ωB97M-V/def2-TZVPD)
C 2.308 -2.148 0.946
C -0.967 0.096 -1.096
C -2.364 0.730 -0.911
C -0.295 -0.027 0.224
C 2.099 -1.068 -0.040
N -0.002 1.267 0.820
O -2.203 2.027 -0.342
F 1.937 -1.480 -1.295
I 3.226 0.717 0.073
H 3.250 -2.661 0.726
H 1.512 -2.886 0.854
H 2.352 -1.763 1.960
H -0.388 0.731 -1.768
H -1.089 -0.880 -1.558
H -2.855 0.806 -1.885
H -2.974 0.100 -0.251
H -0.653 -0.773 0.916
H -0.800 1.902 0.517
H 0.905 1.644 0.455
H 0.063 1.235 1.841
H -3.064 2.430 -0.186
```

Output
HOMO (alpha / beta) in eV: -11.96 / -12.58
Gap between HOMO and LUMO (alpha / beta) in Ha: 0.2925 / 0.3248
Net charge: +1
Energy in eV: -19726.009

***

Entry 6:
This record from the OMol25 dataset describes C5H12FN2O2PS2 in the gas phase in a non-equilibrium geometry. The level of theory is ωB97M-V/def2-TZVPD.

XYZ file:
```
25
C5H12FN2O2PS2 (ωB97M-V/def2-TZVPD)
C -2.487 0.542 0.421
C 0.463 1.994 0.348
C 1.827 0.897 -1.380
C -2.257 -0.199 -0.869
C 1.067 0.648 -0.062
N -0.826 -0.344 -1.231
N 0.067 -0.380 -0.171
O -2.965 1.588 0.633
O 0.647 -1.247 2.294
F -1.906 -0.111 1.525
P 0.221 -1.710 0.816
S -1.114 -3.078 0.401
S 2.169 -2.344 0.338
H -0.097 2.352 -0.431
H -0.138 1.871 1.286
H 1.355 2.654 0.404
H 1.316 1.108 -2.284
H 2.610 0.075 -1.592
H 2.548 1.724 -1.253
H -2.853 0.148 -1.596
H -2.585 -1.206 -0.644
H 1.723 0.247 0.638
H -0.807 -1.257 -1.583
H -0.041 -0.717 2.649
H 2.063 -3.256 1.341
```

Output
2S+1: 3
HOMO (alpha / beta) in eV: -3.78 / -9.27
Gap between HOMO and LUMO (alpha / beta) in Ha: 0.1469 / 0.1815
Energy in eV: -46126.244
Relative energy (zero: lowest compared OMol25 entry of this formula, charge and spin) in eV: 0.000

***

Entry 7:
This record from the OMol25 dataset describes 2 unconnected molecules or ions with the total composition C5H12IP in a non-equilibrium geometry. The level of theory is ωB97M-V/def2-TZVPD.

XYZ file:
```
19
C5H12IP (ωB97M-V/def2-TZVPD)
C 0.327 2.845 -1.150
C -0.682 2.237 -0.555
C -0.480 0.701 -0.399
C -1.879 0.049 -0.363
H 1.204 2.234 -1.296
H 0.413 3.951 -1.257
H -1.343 2.705 0.056
H 0.178 0.160 -1.088
H -0.086 0.603 0.676
H -1.887 -0.948 -0.687
H -2.293 0.040 0.630
H -2.533 0.510 -1.074
C 3.505 -2.430 1.938
P 3.080 -1.203 0.542
I 3.527 1.167 1.289
H 4.427 -2.186 2.418
H 3.598 -3.340 1.305
H 2.818 -2.783 2.650
H 4.335 -1.335 -0.170
```

Output
SMILES string: C=CCC.CPI
HOMO in eV: -9.01
Gap between HOMO and LUMO in Ha: 0.3267
Energy in eV: -22767.353
Relative energy (zero: lowest compared OMol25 entry of this formula, charge and spin) in eV: 1.278

***

Entry 8:
This record from the OMol25 dataset describes a molecular structure, C5H12KN in a non-equilibrium geometry. The level of theory is ωB97M-V/def2-TZVPD.

XYZ file:
```
19
C5H12KN (ωB97M-V/def2-TZVPD)
C 2.217 0.055 0.067
C 0.889 0.878 0.100
C -0.268 0.137 -0.648
C -1.313 -0.492 0.343
C -2.736 0.051 0.091
N -1.248 -1.950 0.234
H 2.046 -0.944 -0.356
H 3.064 0.613 -0.490
H 2.553 -0.085 1.109
H 1.071 1.869 -0.343
H 0.632 1.044 1.150
H 0.208 -0.676 -1.202
H -0.703 0.813 -1.406
H -1.028 -0.229 1.382
H -3.436 -0.580 0.648
H -3.025 0.080 -0.965
H -2.815 1.066 0.517
H -0.510 -2.198 0.898
K 4.401 0.548 -1.128
```

Output
HOMO in eV: -3.94
Gap between HOMO and LUMO in Ha: 0.0793
Energy in eV: -23187.644
Relative energy (zero: lowest compared OMol25 entry of this formula, charge and spin) in eV: 1.331